# 1
Molecular formula: C35H30N11O6SbSe4Ti
Method: DFT, wB97M-V/def2-TZVPD

Output
2S+1 = 2
LUMO (alpha / beta) = 0.04581 / 0.04720 hartree
Net charge = -1
Expectation value of S² = 0.780
Frontier orbital gap (alpha / beta) = 5.230 / 5.392 eV

Last column: Mulliken spin population.
Cartesian coordinates (Å):
Ti1 1.005 -1.361 -0.683  0.4980
O1 2.491 -2.456 -0.219  0.0121
C1 3.199 -2.441 0.855  0.3557
C2 2.823 -1.764 2.042  -0.0246
C3 3.610 -1.946 3.196  0.0283
C4 3.225 -1.391 4.386  -0.0002
C5 2.068 -0.609 4.499  0.1297
C6 1.324 -0.364 3.372  -0.0741
C7 1.666 -0.926 2.128  0.0969
O2 0.915 -0.652 1.088  -0.0156
N1 4.032 -1.652 5.580  0.0011
O3 3.621 -1.231 6.644  -0.0068
O4 5.069 -2.279 5.447  -0.0050
H1 4.144 -2.984 0.839  0.0170
H2 4.501 -2.557 3.156  -0.0112
H3 1.788 -0.198 5.458  0.0030
H4 0.433 0.249 3.413  -0.0102
Se1 -3.210 2.862 0.129  -0.0005
Sb1 -3.827 1.146 -1.483  0.0016
Se2 0.046 -1.431 -3.006  -0.0203
Se3 -0.832 0.045 -1.384  0.0168
Se4 -5.060 -0.582 -0.346  0.0020
C8 -2.341 -3.381 -1.073  0.0005
C9 -1.378 -3.342 0.057  0.0057
O5 -0.205 -2.946 -0.089  -0.0041
N2 -1.817 -3.802 1.241  0.0024
C10 -1.198 -3.422 2.496  -0.0023
C11 -1.818 -2.139 3.018  0.0018
C12 -1.875 -1.855 4.377  0.0000
C13 -2.439 -0.651 4.769  -0.0001
C14 -2.925 0.210 3.798  0.0000
C15 -2.840 -0.170 2.464  0.0006
N3 -2.291 -1.323 2.086  -0.0009
H5 -1.806 -3.455 -2.016  0.0000
H6 -2.895 -2.433 -1.064  -0.0003
H7 -3.062 -4.189 -0.958  0.0004
H8 -2.816 -3.939 1.278  -0.0003
H9 -0.132 -3.278 2.314  0.0006
H10 -1.310 -4.230 3.220  -0.0002
H11 -1.482 -2.557 5.103  0.0001
H12 -2.497 -0.391 5.819  -0.0002
H13 -3.381 1.157 4.056  0.0000
H14 -3.225 0.465 1.673  -0.0003
C16 5.367 2.017 -0.644  -0.0003
N4 4.367 1.123 -1.213  0.0055
C17 3.102 0.966 -0.838  -0.0056
N5 2.579 -0.055 -1.490  -0.0057
C18 3.590 -0.483 -2.295  0.0071
N6 4.699 0.195 -2.144  0.0006
C19 5.641 1.638 0.792  0.0054
C20 6.697 0.807 1.142  0.0000
C21 6.864 0.403 2.461  0.0000
C22 5.985 0.826 3.444  -0.0004
C23 4.941 1.680 3.103  -0.0030
C24 4.775 2.083 1.781  -0.0048
C25 3.990 2.152 4.108  -0.0007
N7 4.026 2.090 5.393  0.0030
N8 2.859 2.705 5.846  0.0000
C26 2.219 3.085 4.796  -0.0001
O6 2.879 2.770 3.654  0.0023
C27 0.924 3.741 4.628  -0.0012
C28 -0.065 3.699 5.603  0.0001
C29 -1.298 4.274 5.326  0.0000
C30 -1.542 4.879 4.100  0.0001
C31 -0.546 4.933 3.130  0.0001
C32 -0.783 5.600 1.795  0.0000
N9 0.349 5.403 0.913  0.0000
C33 0.652 4.315 0.190  -0.0003
N10 1.895 4.403 -0.256  -0.0002
C34 2.306 5.597 0.242  -0.0001
N11 1.413 6.232 0.968  0.0000
C35 0.681 4.363 3.410  0.0005
H15 4.999 3.042 -0.713  0.0002
H16 6.248 1.916 -1.273  -0.0002
H17 2.583 1.602 -0.139  0.0002
H18 3.484 -1.310 -2.976  -0.0007
H19 7.374 0.450 0.375  -0.0010
H20 7.681 -0.257 2.721  0.0002
H21 6.094 0.506 4.472  0.0008
H22 3.956 2.745 1.526  0.0004
H23 0.129 3.206 6.546  0.0000
H24 -2.085 4.236 6.067  0.0000
H25 -2.517 5.303 3.891  0.0000
H26 -0.905 6.675 1.924  0.0000
H27 -1.672 5.204 1.303  0.0000
H28 -0.055 3.520 0.001  0.0002
H29 3.284 6.012 0.060  0.0000
H30 1.472 4.387 2.673  0.0000

Atoms 1-6, force components in eV/Å:
Ti -0.810 -0.950 -0.813
O 0.679 -0.138 0.435
C -0.106 0.012 -0.338
C 0.043 0.090 0.129
C -0.038 -0.057 0.043
C 0.073 -0.095 0.019

# 2
Molecular formula: C35H31BiBr2N5O4S2
Method: DFT, wB97M-V/def2-TZVPD

Output
LUMO = -0.11141 hartree
Net charge = +1
Frontier orbital gap = 7.379 eV

Last column: Mulliken charge in e.
Cartesian coordinates (Å):
Bi1 -1.179 -0.216 0.696  1.9086
Br1 -2.855 1.357 -3.996  -0.1359
C1 -1.246 1.828 -3.161  -0.0118
C2 -0.341 2.653 -3.870  -0.5341
C3 0.934 2.851 -3.370  0.3890
Br2 1.985 4.179 -4.204  -0.1581
C4 1.360 2.266 -2.182  0.9105
C5 2.618 2.538 -1.603  -0.9203
C6 2.901 2.074 -0.327  -1.5236
C7 1.995 1.167 0.303  -0.4041
N1 0.803 0.904 -0.244  1.3894
C8 0.408 1.491 -1.434  -1.0005
C9 -0.914 1.242 -1.956  0.8150
O1 -1.734 0.517 -1.238  -1.0213
H1 -0.698 3.145 -4.756  0.5002
H2 3.278 3.271 -2.082  0.4679
H3 3.817 2.259 0.217  0.3778
H4 2.097 0.767 1.330  0.2979
C10 4.353 1.011 -4.378  -1.4674
C11 3.333 0.059 -3.788  0.8171
C12 2.054 -0.019 -4.382  -0.5558
C13 1.056 -0.770 -3.782  -0.5708
C14 1.312 -1.320 -2.530  0.8119
C15 2.542 -1.254 -1.903  -0.7765
C16 3.536 -0.449 -2.463  -0.6591
S1 0.180 -2.539 -1.674  1.0146
O2 -1.122 -2.352 -2.236  -0.6657
O3 0.954 -3.716 -1.727  -0.6885
N2 0.076 -1.947 -0.150  0.2135
C17 0.953 -2.311 0.939  0.3470
C18 1.801 -3.384 1.061  -1.1195
C19 2.398 -3.562 2.279  -0.3404
C20 2.323 -2.659 3.320  -1.0407
C21 1.565 -1.600 3.088  -0.1664
N3 0.815 -1.450 1.934  0.3652
H5 3.992 1.435 -5.340  0.3620
H6 5.319 0.437 -4.588  0.3694
H7 4.582 1.839 -3.756  0.3229
H8 1.823 0.420 -5.404  0.2625
H9 0.055 -1.007 -4.209  0.4696
H10 2.746 -1.821 -0.994  0.3421
H11 4.526 -0.197 -1.972  0.3315
H12 1.891 -4.055 0.276  0.7944
H13 3.128 -4.390 2.383  0.3494
H14 2.948 -2.762 4.173  0.4667
H15 1.438 -0.791 3.837  0.2680
C22 -1.611 -0.540 5.767  -0.7227
C23 -1.074 0.618 6.385  -0.5462
C24 -0.565 1.596 5.606  -0.7795
C25 -0.613 1.484 4.188  0.0593
N4 -1.132 0.435 3.602  0.1375
C26 -1.680 -0.584 4.360  -0.3356
C27 0.080 2.441 3.325  1.1060
C28 1.320 3.042 3.732  -0.9018
C29 1.866 3.940 2.796  -0.6096
C30 1.248 4.164 1.599  -0.7843
C31 0.074 3.522 1.306  -0.4016
N5 -0.505 2.695 2.148  -0.4008
H16 -2.036 -1.398 6.212  0.4782
H17 -1.142 0.646 7.475  0.4178
H18 -0.137 2.432 6.133  0.4847
H19 -2.132 -1.412 3.825  0.4070
H20 1.824 2.784 4.618  0.5607
H21 2.718 4.575 3.068  0.4405
H22 1.609 4.790 0.844  0.5522
H23 -0.362 3.566 0.301  0.7748
O4 -3.097 -1.725 0.404  -0.9080
S2 -3.468 -2.789 -0.674  0.4540
C32 -5.070 -3.551 -0.098  -0.7995
C33 -6.139 -2.461 -0.320  -0.5313
C34 -5.796 -1.952 -1.723  -0.7963
C35 -4.248 -1.841 -1.990  -0.1830
H24 -4.946 -3.902 0.903  0.4870
H25 -5.267 -4.309 -0.891  0.3718
H26 -6.005 -1.660 0.452  0.2103
H27 -7.109 -2.834 -0.333  0.4390
H28 -6.176 -0.972 -1.920  0.3774
H29 -6.256 -2.677 -2.439  0.3018
H30 -3.851 -0.915 -1.868  -0.0612
H31 -4.130 -2.346 -2.930  0.4975

Atoms 1-6, force components in eV/Å:
Bi 0.550 -0.722 -0.053
Br -0.271 0.068 0.068
C 0.608 -0.191 -0.351
C 0.469 -0.397 1.104
C -1.322 0.660 -1.130
Br 0.212 -0.024 -0.278

# 3
Molecular formula: C35H31Br6KO3P
Method: DFT, wB97M-V/def2-TZVPD

Output
LUMO = 0.07497 hartree
Net charge = -1
Frontier orbital gap = 5.417 eV

Last column: Mulliken charge in e.
Cartesian coordinates (Å):
K1 0.484 -0.566 -1.887  1.4049
C1 5.441 0.358 0.495  -1.6974
C2 3.937 0.129 0.685  1.4302
C3 3.603 0.048 2.171  -1.7476
C4 3.479 -1.079 -0.109  0.8771
C5 3.039 -2.255 0.489  -0.3405
C6 2.549 -3.308 -0.273  -0.5225
C7 2.497 -3.236 -1.660  1.1503
C8 1.817 -4.304 -2.466  -1.4910
C9 3.001 -2.084 -2.260  -1.0348
C10 3.469 -1.025 -1.502  -0.6030
H1 5.762 1.262 1.016  0.4611
H2 5.697 0.462 -0.560  0.3482
H3 6.006 -0.487 0.896  0.3837
H4 3.399 0.988 0.272  -0.1722
H5 4.163 -0.754 2.659  0.4476
H6 2.538 -0.123 2.335  0.2922
H7 3.866 0.985 2.663  0.3774
H8 3.034 -2.346 1.568  0.2672
H9 2.167 -4.193 0.224  0.3757
H10 0.740 -4.102 -2.485  0.0957
H11 1.968 -5.291 -2.027  0.4166
H12 2.181 -4.315 -3.494  0.3871
H13 2.958 -1.991 -3.341  0.2817
H14 3.785 -0.114 -2.001  0.2739
Br1 -5.575 -4.429 -1.036  -0.2074
C11 -4.416 -2.963 -1.375  0.2915
C12 -4.900 -1.672 -1.365  0.0716
Br2 -6.737 -1.326 -1.029  -0.2158
C13 -4.005 -0.610 -1.588  0.0126
Br3 -4.630 1.192 -1.559  -0.1456
C14 -2.632 -0.777 -1.787  -0.5977
O1 -1.811 0.230 -1.854  -0.8669
C15 -2.128 -2.150 -1.859  -0.0815
O2 -0.889 -2.386 -2.082  -0.4202
C16 -3.059 -3.179 -1.645  0.2691
Br4 -2.328 -4.934 -1.632  -0.1919
Br5 0.051 -1.025 -5.223  -0.1182
C17 -0.435 0.698 -4.547  1.3034
Br6 1.099 1.841 -4.325  -0.1677
H15 -0.927 0.593 -3.574  -1.3849
H16 -1.072 1.170 -5.283  0.4901
O3 0.738 1.343 -0.476  -0.9526
P1 -0.355 1.427 0.531  0.6914
C18 -1.567 2.703 0.143  0.3918
C19 -1.582 3.242 -1.136  -0.3665
C20 -2.467 4.263 -1.440  -0.5723
C21 -3.345 4.737 -0.475  -0.5681
C22 -3.325 4.205 0.807  -0.6931
C23 -2.425 3.199 1.120  -0.4583
C24 0.354 2.001 2.109  0.5735
C25 1.309 3.011 2.024  -0.4205
C26 1.907 3.508 3.172  -0.7412
C27 1.556 2.992 4.413  -0.4916
C28 0.605 1.986 4.502  -0.6891
C29 0.003 1.491 3.353  -0.1332
C30 -1.181 -0.114 0.961  1.2886
C31 -0.405 -1.266 1.085  -0.0076
C32 -1.002 -2.473 1.414  -0.4805
C33 -2.371 -2.533 1.639  -0.7639
C34 -3.143 -1.386 1.537  -0.8415
C35 -2.553 -0.180 1.187  -0.6929
H17 -0.903 2.849 -1.880  0.1960
H18 -2.488 4.675 -2.441  0.4034
H19 -4.048 5.523 -0.721  0.3650
H20 -4.003 4.576 1.564  0.3942
H21 -2.392 2.797 2.127  0.3886
H22 1.584 3.390 1.047  0.3858
H23 2.651 4.292 3.098  0.4040
H24 2.029 3.374 5.310  0.3820
H25 0.333 1.579 5.468  0.4259
H26 -0.730 0.695 3.424  0.4460
H27 0.662 -1.235 0.883  0.0236
H28 -0.403 -3.374 1.452  0.3361
H29 -2.841 -3.484 1.856  0.3573
H30 -4.217 -1.439 1.665  0.2712
H31 -3.173 0.693 1.034  0.4466

Atoms 1-6, force components in eV/Å:
K 1.380 -0.007 -0.402
C -0.059 0.040 -0.006
C 0.095 -0.012 0.027
C -0.007 0.016 -0.054
C 0.001 0.033 0.045
C -0.013 -0.010 -0.001

In order of appearance, maximum force = 1.49; 4.71; 1.44 eV Å⁻¹.